{"formula": "C36H37CuNOP2", "method": "the ωB97M-V functional and the def2-TZVPD basis", "elements": ["Cu", "C", "C", "C", "C", "C", "C", "C", "C", "C", "H", "H", "H", "H", "H", "H", "H", "H", "H", "H", "H", "H", "H", "H", "H", "P", "P", "C", "C", "C", "C", "C", "C", "C", "C", "C", "C", "C", "C", "C", "C", "C", "C", "C", "C", "C", "C", "C", "C", "C", "C", "C", "C", "H", "H", "H", "H", "H", "H", "H", "H", "H", "H", "H", "H", "H", "H", "H", "H", "H", "H", "H", "H", "H", "H", "O", "C", "N"], "positions_angstrom": [[-1.660, -0.092, 3.612], [-0.888, -5.856, 3.722], [-0.259, -5.024, 2.884], [-0.335, -4.891, 1.395], [-1.501, -4.022, 0.865], [-2.888, -4.398, 1.294], [-3.326, -5.569, 1.778], [-2.562, -6.837, 2.023], [-1.920, -6.889, 3.436], [-2.987, 1.257, 4.211], [-0.624, -5.811, 4.786], [0.451, -4.314, 3.322], [-0.349, -5.892, 0.943], [0.597, -4.357, 1.123], [-1.354, -2.986, 1.199], [-1.405, -4.011, -0.234], [-3.654, -3.689, 0.974], [-4.370, -5.662, 2.087], [-1.803, -7.028, 1.254], [-3.266, -7.686, 1.995], [-2.708, -6.864, 4.218], [-1.368, -7.840, 3.535], [-3.478, 1.035, 5.188], [-3.779, 1.026, 3.475], [-2.746, 2.315, 4.154], [2.291, 2.234, -0.310], [-0.316, 2.976, -1.800], [2.022, 1.573, -1.975], [0.921, 1.973, -2.662], [4.021, 2.868, -0.562], [4.882, 2.453, -1.589], [6.157, 3.017, -1.721], [6.572, 4.024, -0.840], [5.711, 4.459, 0.177], [4.442, 3.898, 0.307], [2.523, 0.660, 0.616], [1.354, -0.082, 0.858], [1.423, -1.274, 1.581], [2.668, -1.748, 2.018], [3.832, -1.019, 1.764], [3.766, 0.199, 1.075], [-0.548, 4.216, -3.193], [0.538, 5.069, -3.475], [0.457, 6.011, -4.502], [-0.713, 6.103, -5.273], [-1.792, 5.246, -5.017], [-1.706, 4.307, -3.978], [-1.799, 1.925, -2.041], [-2.933, 2.294, -1.290], [-4.118, 1.572, -1.420], [-4.173, 0.472, -2.286], [-3.040, 0.084, -3.007], [-1.845, 0.799, -2.874], [2.745, 0.848, -2.371], [0.739, 1.724, -3.718], [4.575, 1.691, -2.305], [6.822, 2.671, -2.515], [7.559, 4.471, -0.952], [6.034, 5.243, 0.869], [3.755, 4.247, 1.081], [0.400, 0.278, 0.466], [0.507, -1.815, 1.821], [2.720, -2.689, 2.572], [4.804, -1.385, 2.109], [4.673, 0.772, 0.877], [1.449, 4.977, -2.881], [1.304, 6.674, -4.705], [-0.781, 6.835, -6.080], [-2.702, 5.303, -5.625], [-2.545, 3.635, -3.786], [-2.875, 3.153, -0.617], [-4.998, 1.877, -0.851], [-5.107, -0.078, -2.403], [-3.081, -0.772, -3.684], [-0.963, 0.474, -3.427], [-2.872, -3.865, 5.134], [-2.504, -2.769, 4.783], [-2.068, -1.725, 4.388]], "forces_ev_per_a": [[-0.793, 0.020, 0.956], [0.312, 0.736, 0.174], [0.083, 0.086, 0.914], [0.010, 0.245, -0.155], [0.387, -0.238, 0.078], [-0.536, -0.963, -0.721], [-0.079, 0.322, 0.038], [0.241, -0.444, 0.671], [0.100, -0.434, -0.451], [-1.272, -0.290, 0.053], [-0.040, 0.218, -0.390], [-0.199, -0.298, 0.163], [0.203, 0.548, -0.163], [-0.351, -0.522, -0.314], [0.122, -0.077, -0.080], [-0.253, 0.122, 0.221], [0.123, 0.155, 0.597], [0.118, 0.313, -0.340], [-0.315, 0.031, 0.261], [0.192, 0.335, -0.209], [0.436, 0.028, -0.397], [-0.503, -0.049, 0.071], [0.947, -0.088, -0.559], [0.357, 0.117, -0.024], [0.443, -0.042, -0.076], [0.816, 0.177, 0.319], [-0.575, 0.820, -0.858], [-1.216, -0.077, -0.851], [1.294, -0.545, 0.474], [0.044, 0.241, 0.191], [0.291, 0.165, 0.167], [-0.193, 0.188, 0.236], [-0.328, -0.213, 0.041], [0.125, -0.053, -0.149], [0.068, -0.430, -0.334], [0.299, -0.082, -0.208], [0.422, -0.140, 0.250], [0.279, 0.250, -0.022], [-0.087, 0.067, 0.092], [-0.105, 0.125, -0.041], [-0.497, -0.353, 0.056], [0.036, -0.048, -0.146], [-0.372, -0.042, -0.056], [-0.287, -0.156, -0.019], [-0.053, -0.256, 0.193], [0.333, 0.069, 0.182], [0.146, 0.198, -0.068], [-0.154, -0.119, 0.229], [0.139, -0.373, -0.411], [0.087, -0.054, -0.136], [0.105, 0.155, 0.002], [0.047, 0.136, 0.143], [-0.491, 0.111, 0.154], [-0.331, 0.365, -0.144], [0.244, -0.120, 0.443], [0.122, 0.200, 0.275], [-0.216, 0.148, 0.244], [-0.232, -0.111, 0.054], [-0.121, -0.255, -0.277], [0.217, -0.072, -0.175], [0.158, -0.056, 0.136], [0.237, -0.061, -0.137], [0.006, 0.306, -0.171], [-0.386, 0.067, -0.100], [-0.262, -0.144, 0.067], [-0.174, 0.102, -0.132], [-0.322, -0.260, 0.065], [0.039, -0.204, 0.245], [0.405, -0.007, 0.258], [0.213, 0.214, -0.067], [-0.029, -0.225, -0.187], [0.217, -0.158, -0.177], [0.244, 0.106, 0.053], [-0.029, 0.229, 0.255], [-0.288, 0.121, 0.142], [0.509, 2.377, -0.432], [-0.109, -1.685, -0.017], [-0.014, -0.472, 0.026]], "orbital_gap_ev": [7.5, 5.8], "largest_force_ev_per_a": 2.5, "e_tot_ev": -104682.88525, "multiplicity": 2, "lumo_ev": [-0.4, -2.1], "homo_ev": [-7.927, -7.927], "relative_energy_kcal_mol": 0.0, "s_squared": 0.76}

{"formula": "C36H37F3P2Sn", "method": "the ωB97M-V functional and the def2-TZVPD basis", "elements": ["Sn", "C", "C", "C", "C", "C", "C", "C", "C", "C", "H", "H", "H", "H", "H", "H", "H", "H", "H", "H", "H", "H", "H", "H", "H", "P", "P", "C", "C", "C", "C", "C", "C", "C", "C", "C", "C", "C", "C", "C", "C", "C", "C", "C", "C", "C", "C", "C", "C", "C", "C", "C", "C", "H", "H", "H", "H", "H", "H", "H", "H", "H", "H", "H", "H", "H", "H", "H", "H", "H", "H", "H", "H", "H", "H", "F", "C", "F", "F"], "positions_angstrom": [[-2.118, 1.662, -1.213], [2.585, -0.345, -0.194], [2.776, -0.054, -1.495], [2.678, -1.030, -2.623], [1.230, -1.423, -3.063], [0.426, -2.179, -2.068], [0.846, -2.772, -0.945], [2.235, -2.909, -0.401], [2.671, -1.708, 0.456], [-3.300, -0.146, -0.717], [2.280, 0.428, 0.524], [3.060, 0.961, -1.779], [3.232, -1.946, -2.432], [3.162, -0.592, -3.507], [0.681, -0.508, -3.321], [1.323, -2.036, -3.975], [-0.630, -2.293, -2.330], [0.106, -3.249, -0.295], [2.948, -3.199, -1.176], [2.219, -3.747, 0.296], [2.004, -1.619, 1.346], [3.656, -1.946, 0.899], [-3.500, -0.235, 0.377], [-2.724, -0.997, -1.139], [-4.245, -0.165, -1.287], [-1.837, 3.305, -8.397], [-3.908, 0.984, -8.613], [-1.374, 1.788, -9.279], [-2.357, 0.877, -9.539], [-1.282, 4.582, -9.617], [-0.335, 4.346, -10.622], [0.106, 5.394, -11.439], [-0.454, 6.667, -11.321], [-1.468, 6.888, -10.380], [-1.882, 5.855, -9.538], [-0.508, 3.251, -7.129], [-0.646, 2.245, -6.152], [0.334, 2.096, -5.174], [1.457, 2.938, -5.177], [1.590, 3.934, -6.152], [0.599, 4.116, -7.123], [-4.996, 0.479, -10.069], [-5.089, 1.401, -11.129], [-5.724, 1.043, -12.318], [-6.299, -0.225, -12.458], [-6.262, -1.119, -11.385], [-5.642, -0.761, -10.182], [-3.848, -0.594, -7.685], [-4.809, -0.773, -6.669], [-4.906, -2.012, -6.031], [-4.023, -3.051, -6.372], [-3.010, -2.826, -7.308], [-2.885, -1.582, -7.932], [-0.312, 1.656, -9.527], [-2.267, 0.087, -10.292], [0.056, 3.348, -10.777], [0.887, 5.206, -12.175], [-0.113, 7.478, -11.961], [-1.934, 7.869, -10.308], [-2.675, 6.024, -8.814], [-1.518, 1.578, -6.183], [0.219, 1.326, -4.407], [2.224, 2.814, -4.414], [2.465, 4.584, -6.158], [0.688, 4.908, -7.870], [-4.630, 2.384, -11.022], [-5.760, 1.753, -13.138], [-6.766, -0.511, -13.391], [-6.703, -2.108, -11.478], [-5.632, -1.459, -9.344], [-5.483, 0.046, -6.405], [-5.676, -2.174, -5.282], [-4.124, -4.027, -5.900], [-2.311, -3.621, -7.568], [-2.059, -1.394, -8.620], [-0.549, 0.768, 1.317], [-1.209, 1.954, 0.972], [-2.326, 2.064, 1.793], [-0.383, 2.962, 1.369]], "forces_ev_per_a": [[0.312, -0.689, 1.654], [0.052, -0.262, 0.434], [-0.218, -0.019, 0.170], [0.271, -0.110, -0.998], [0.859, 0.111, 0.015], [-0.176, -0.428, 0.792], [-0.588, -0.012, -0.132], [0.080, -0.214, 0.481], [-0.871, 0.119, 0.296], [-0.464, -0.469, -0.526], [0.885, 0.123, -0.388], [-0.652, 0.070, 0.144], [0.012, 0.129, -0.002], [-0.113, -0.041, 0.164], [0.081, -0.072, -0.156], [-0.075, 0.334, 0.099], [0.117, 0.092, 0.153], [-0.048, 0.106, -0.401], [-0.007, 0.200, 0.273], [0.033, -0.152, -0.084], [0.295, -0.398, -0.474], [-0.158, 0.545, -0.373], [0.453, 0.268, -0.787], [0.030, 0.489, 0.524], [0.320, 0.321, 0.324], [1.452, -0.247, -0.446], [-0.351, -1.312, -2.041], [-1.384, -1.346, -0.096], [1.622, 1.523, 0.118], [-0.767, 0.466, -0.011], [0.063, 0.146, 0.054], [-0.158, -0.137, 0.105], [-0.200, -0.211, 0.367], [0.143, -0.160, -0.089], [0.288, -0.129, -0.025], [-0.303, 0.228, 0.191], [0.156, 0.238, -0.124], [0.058, 0.208, -0.089], [-0.290, 0.014, -0.228], [-0.177, -0.071, 0.017], [-0.119, -0.373, 0.351], [-0.285, 0.623, 0.465], [0.064, -0.242, -0.009], [0.091, -0.081, 0.223], [0.295, 0.172, 0.499], [0.200, 0.246, 0.238], [0.063, -0.004, -0.046], [0.092, 0.531, 1.051], [0.209, -0.410, -0.349], [0.280, -0.004, -0.208], [-0.125, 0.419, -0.106], [0.000, 0.167, 0.052], [-0.317, -0.132, 0.024], [-0.525, -0.002, -0.305], [0.181, 0.051, 0.430], [0.158, 0.162, 0.023], [-0.269, 0.017, 0.171], [-0.099, -0.207, 0.148], [0.085, -0.238, 0.017], [0.135, 0.082, -0.074], [0.335, 0.245, 0.074], [0.141, 0.196, -0.281], [-0.143, 0.059, -0.201], [-0.208, -0.189, 0.052], [-0.006, -0.264, 0.231], [-0.117, -0.152, -0.123], [-0.024, -0.095, 0.109], [-0.010, 0.027, 0.059], [0.017, 0.176, 0.015], [0.006, 0.111, -0.271], [0.089, -0.319, -0.134], [0.134, 0.004, -0.102], [0.028, 0.235, -0.111], [-0.166, 0.196, 0.153], [-0.357, -0.206, 0.153], [-1.224, 1.565, -0.918], [0.695, -0.003, 2.480], [1.149, -0.434, -1.415], [-1.040, -1.181, -1.271]], "orbital_gap_ev": [5.0, 2.8], "largest_force_ev_per_a": 2.6, "e_tot_ev": -70472.05582, "multiplicity": 1, "lumo_ev": [-8.3, -10.0], "charge": 2, "homo_ev": [-13.308, -12.782], "relative_energy_kcal_mol": 0.0}

{"formula": "C36H37IrN6OP2STe", "method": "the ωB97M-V functional and the def2-TZVPD basis", "elements": ["Ir", "Te", "C", "C", "C", "N", "C", "C", "C", "P", "C", "C", "C", "C", "C", "C", "C", "C", "C", "C", "C", "C", "P", "C", "C", "C", "C", "C", "C", "C", "C", "C", "C", "C", "C", "H", "H", "H", "H", "H", "H", "H", "H", "H", "H", "H", "H", "H", "H", "H", "H", "H", "H", "H", "H", "H", "H", "H", "H", "C", "N", "C", "N", "S", "H", "H", "H", "H", "H", "H", "C", "N", "C", "C", "O", "N", "C", "N", "H", "H", "H", "H", "H", "H", "H"], "positions_angstrom": [[0.810, -0.590, 0.440], [2.796, -3.258, 2.950], [4.579, -3.796, 1.960], [4.877, -5.136, 1.745], [6.076, -5.449, 1.116], [6.949, -4.533, 0.708], [6.666, -3.259, 0.949], [5.501, -2.833, 1.575], [1.629, -2.782, 1.260], [-0.028, -2.265, 1.554], [-1.457, -3.120, 0.873], [-1.390, -4.292, 0.127], [-2.547, -4.832, -0.419], [-3.770, -4.207, -0.219], [-3.843, -3.045, 0.543], [-2.693, -2.503, 1.090], [-0.384, -2.092, 3.299], [-0.172, -0.876, 3.946], [-0.440, -0.762, 5.301], [-0.914, -1.860, 6.006], [-1.124, -3.074, 5.363], [-0.868, -3.193, 4.008], [1.892, -2.305, -0.428], [3.505, -1.739, -0.987], [4.419, -2.656, -1.506], [5.616, -2.211, -2.042], [5.894, -0.851, -2.088], [4.977, 0.067, -1.592], [3.786, -0.376, -1.041], [1.550, -3.649, -1.577], [1.335, -3.374, -2.926], [1.178, -4.415, -3.826], [1.255, -5.732, -3.387], [1.491, -6.009, -2.047], [1.635, -4.969, -1.140], [4.202, -5.924, 2.051], [6.341, -6.484, 0.932], [7.404, -2.532, 0.628], [5.340, -1.782, 1.779], [-0.450, -4.802, -0.007], [-2.492, -5.755, -0.981], [-4.671, -4.637, -0.635], [-4.799, -2.572, 0.721], [-2.758, -1.601, 1.688], [0.203, -0.029, 3.387], [-0.280, 0.179, 5.809], [-1.125, -1.772, 7.063], [-1.494, -3.924, 5.919], [-1.036, -4.139, 3.507], [4.204, -3.717, -1.495], [6.328, -2.928, -2.429], [6.823, -0.505, -2.520], [5.185, 1.127, -1.644], [3.081, 0.357, -0.662], [1.305, -2.348, -3.276], [1.017, -4.204, -4.875], [1.146, -6.543, -4.094], [1.569, -7.034, -1.710], [1.834, -5.185, -0.095], [-2.828, -0.277, -4.094], [-2.007, 0.392, -3.093], [-1.348, -0.237, -2.137], [-1.376, -1.552, -2.051], [-0.454, 0.738, -1.005], [-3.229, 0.473, -4.768], [-3.662, -0.800, -3.625], [-2.228, -0.977, -4.678], [-1.938, 1.397, -3.108], [-1.962, -2.121, -2.642], [-0.923, -1.989, -1.259], [1.583, 4.569, 2.921], [1.793, 3.186, 2.530], [2.906, 2.364, 2.963], [2.583, 1.040, 2.297], [3.259, 0.047, 2.316], [1.370, 1.173, 1.612], [0.958, 2.449, 1.798], [-0.178, 2.943, 1.322], [2.512, 4.955, 3.331], [0.805, 4.658, 3.681], [1.328, 5.180, 2.054], [2.943, 2.252, 4.049], [3.866, 2.745, 2.612], [-0.815, 2.355, 0.807], [-0.461, 3.883, 1.535]], "forces_ev_per_a": [[0.017, 0.068, -0.223], [0.106, -0.200, 0.015], [-0.019, 0.007, -0.043], [-0.056, 0.042, -0.115], [-0.028, 0.008, -0.024], [0.039, -0.027, -0.016], [-0.012, 0.040, 0.040], [0.045, 0.038, 0.187], [-0.232, 0.901, 0.148], [0.162, -0.382, -0.020], [-0.021, 0.004, 0.020], [-0.019, -0.043, 0.062], [-0.008, -0.012, -0.001], [0.009, 0.006, 0.007], [-0.002, 0.001, -0.002], [-0.020, 0.058, -0.063], [-0.001, 0.097, -0.033], [0.036, -0.039, 0.082], [0.010, -0.025, -0.032], [0.003, 0.007, 0.018], [-0.009, -0.019, 0.006], [0.001, -0.012, 0.008], [-0.012, -0.489, -0.116], [-0.023, -0.102, -0.052], [0.041, -0.016, -0.039], [-0.008, 0.014, -0.022], [-0.021, -0.027, 0.012], [0.003, 0.002, 0.016], [0.080, 0.100, 0.092], [-0.159, -0.031, 0.115], [-0.060, 0.022, -0.024], [0.002, 0.011, 0.002], [-0.001, -0.002, 0.010], [-0.014, 0.002, 0.007], [0.105, -0.013, -0.047], [-0.005, 0.001, 0.014], [0.007, 0.000, -0.008], [0.016, 0.003, 0.004], [-0.061, -0.009, -0.088], [0.038, -0.003, -0.006], [-0.003, 0.004, -0.007], [-0.005, -0.003, -0.003], [-0.005, 0.002, -0.002], [0.009, 0.000, 0.014], [-0.012, -0.005, -0.005], [-0.010, 0.004, 0.007], [0.004, 0.005, 0.003], [0.011, -0.008, -0.001], [-0.030, 0.007, -0.009], [0.001, 0.008, 0.020], [0.012, 0.002, 0.011], [0.005, 0.000, 0.000], [0.016, 0.002, 0.000], [-0.004, -0.044, 0.014], [0.014, 0.012, 0.001], [-0.004, 0.000, -0.001], [0.000, -0.003, -0.006], [0.004, -0.003, -0.002], [0.010, 0.014, 0.008], [-0.006, 0.003, 0.005], [-0.033, 0.001, 0.003], [0.035, -0.025, 0.062], [-0.116, -0.043, -0.001], [0.146, 0.088, -0.036], [0.000, -0.001, 0.000], [0.003, -0.007, -0.004], [-0.004, -0.002, -0.005], [0.025, -0.002, -0.015], [0.032, 0.007, -0.029], [0.046, 0.007, -0.015], [0.000, 0.011, 0.012], [-0.026, 0.001, -0.028], [-0.020, -0.007, -0.006], [0.122, -0.038, -0.099], [-0.004, 0.042, 0.009], [-0.176, 0.059, 0.067], [0.084, -0.037, 0.161], [-0.107, -0.034, 0.006], [-0.003, -0.001, 0.003], [0.000, 0.005, -0.008], [0.001, 0.004, 0.002], [0.000, 0.006, -0.002], [0.003, 0.003, 0.005], [0.047, -0.018, -0.018], [0.008, 0.006, -0.003]], "orbital_gap_ev": 6.4, "largest_force_ev_per_a": 0.9, "e_tot_ev": -88454.75317, "multiplicity": 1, "lumo_ev": -5.8, "charge": 2, "homo_ev": -12.184, "relative_energy_kcal_mol": 10.8}